Below is C7H11NPTl as an isolated structure in a non-equilibrium geometry, with properties calculated with ωB97M-V with the def2-TZVPD basis set.

ORCA input file:
```
! RIJCOSX wB97M-V def2-TZVPD def2/J DEFGRID3
* xyz 0 1
C 0.39 -1.12 -1.77
C 0.12 -0.32 -2.89
C 0.34 1.07 -2.96
C 0.89 1.81 -1.89
C 1.21 1.21 -0.68
Tl 0.70 -0.51 0.06
P 0.89 -2.74 0.85
H 0.12 -2.19 -1.88
H -0.25 -0.82 -3.80
H 0.13 1.58 -3.90
H 1.81 1.80 0.04
H 1.16 2.86 -2.09
H 2.13 -3.10 1.45
H 0.86 -3.79 -0.12
H 0.08 -3.42 1.81
C -2.03 1.49 3.32
C -1.27 0.87 2.24
N -0.63 0.38 1.40
H -1.43 1.45 4.26
H -2.98 0.94 3.47
H -2.24 2.55 3.07
*
```

Calculated values
energy relative to the best compared isomer or geometry (same formula, charge and spin) = 27.00 kcal/mol
M = 344.53 g mol⁻¹
frontier orbital gap = 5.23 eV

Löwdin atomic charge list, values in e, 4 entries: C -0.41; C -0.26; C -0.20; C -0.23